# 1
A cluster of 2 separate species, C4H8O2 in total, computed with ωB97M-V/def2-TZVPD.

The geometry in XYZ format:
```
14
Properties=species:S:1:pos:R:3:forces:R:3
C -0.4639 0.4393 -1.4577 0.03 -0.04 0.00
C -1.2716 0.2182 -0.2044 0.05 0.25 -0.10
O -1.8832 -1.0526 -0.0481 -0.24 -0.13 -0.09
C -0.8604 -0.6980 0.8669 0.16 -0.06 0.22
C 2.0846 0.0904 0.8684 0.16 -0.26 -0.20
O 2.4712 -0.8415 0.2100 -0.08 0.49 0.33
H 0.3123 -0.3242 -1.5722 -0.15 0.09 0.02
H 0.0167 1.4251 -1.4363 -0.07 -0.16 0.02
H -1.1182 0.4075 -2.3358 0.08 0.01 0.14
H -1.9324 1.0412 0.0775 0.12 -0.10 -0.02
H -1.1798 -0.5131 1.8940 -0.02 -0.05 -0.18
H 1.9147 0.0115 1.9613 0.08 -0.04 -0.12
H 1.8574 1.0758 0.4182 0.08 -0.09 0.00
H 0.0527 -1.2795 0.7580 -0.20 0.08 0.00
```
Forces are in eV/Å.

Summary:
ΔE to the lowest compared entry with this formula, charge and spin (kJ/mol): 277.9
Max |F| (eV/A): 0.59
Structure (SMILES): C[C@@H]1CO1.C=O
E_HOMO (Eh): -0.3796
Lowest unoccupied orbital energy (eV): 0.609

Mulliken population analysis, charges in e, atoms 1 to 2: atom 1 (C): -1.23, atom 2 (C): 0.27

***

# 2
A cluster of 2 separate species, C3H10NS in total in a non-equilibrium geometry, computed with ωB97M-V/def2-TZVPD.

The geometry in XYZ format:
```
15
Properties=species:S:1:pos:R:3:forces:R:3
C 0.6109 1.7571 0.2133 1.81 0.58 0.51
N 1.1458 0.8479 -0.6304 0.57 1.53 0.45
H -0.0864 2.5903 -0.1174 1.29 -1.37 0.18
H 1.3589 1.9626 1.1242 -2.55 -0.57 -1.63
H 1.1093 0.8814 -1.6619 -0.67 0.05 0.99
H 1.9331 0.2836 -0.2885 -0.51 0.56 -0.22
C -0.3615 -1.5358 -0.8361 0.26 1.35 1.59
C -0.4933 -1.1025 0.6978 1.20 1.79 -4.10
S -1.3366 0.6019 1.1704 3.07 1.43 -2.86
H -1.1439 -2.0259 -1.3007 -2.12 -1.40 -0.05
H -0.3439 -0.6482 -1.4396 0.80 0.13 -0.35
H 0.5046 -2.2243 -0.9008 -0.14 0.81 0.00
H 0.5419 -0.9611 0.9284 -0.05 -0.05 1.60
H -1.1615 -1.6387 1.1686 -2.16 -3.75 2.99
H -2.2776 1.2117 1.8727 -0.82 -1.07 0.89
```
Forces are in eV/Å.

Summary:
ΔE to the lowest compared entry with this formula, charge and spin (kJ/mol): 430.1
Total charge: +1
Max |F| (eV/A): 5.26
E_HOMO (Eh): -0.5111
Lowest unoccupied orbital energy (eV): -4.610

Mulliken population analysis, charges in e, atoms 1 to 2: atom 1 (C): -0.34, atom 2 (N): -0.35

***

# 3
A cluster of 2 separate species, C30H28O7S2 in total in a non-equilibrium geometry, computed with ωB97M-V/def2-TZVPD.

The geometry in XYZ format:
```
67
Properties=species:S:1:pos:R:3:forces:R:3
C 4.9075 5.2864 -1.2705 -0.20 -0.52 -0.11
O 4.7199 3.8517 -1.1548 -0.97 -0.09 -0.24
C 3.4702 3.3241 -1.2261 0.30 0.36 0.69
C 3.3527 1.9535 -0.8804 -0.01 0.62 -0.56
C 2.1158 1.3803 -0.7004 0.13 -0.23 0.08
C 0.9061 2.1250 -0.8910 0.03 0.10 -0.05
C -0.3614 1.5863 -0.5118 0.41 1.05 -0.73
C -1.5599 2.3796 -0.5684 -0.46 0.67 0.75
C -2.8443 1.8697 -0.9272 -0.15 -0.07 -0.37
C -3.9007 2.7460 -1.1362 0.61 0.68 0.13
C -3.7319 4.1427 -0.9706 -0.35 -0.43 0.92
O -4.8879 4.8626 -1.0831 0.90 -0.95 -0.39
C -5.9727 3.9163 -1.3861 -0.16 0.11 0.04
C -5.3325 2.5194 -1.5176 -0.42 -0.41 -0.25
C -2.5132 4.6596 -0.4946 -1.01 0.42 -0.45
C -1.5067 3.7728 -0.2251 1.04 -0.37 -0.65
C 1.0798 3.4314 -1.4770 -0.19 0.00 0.36
C 2.3094 4.0591 -1.5507 0.01 0.06 -0.29
H 5.9750 5.4443 -1.1229 -0.17 -0.04 -0.03
H 4.6135 5.6349 -2.2651 0.05 -0.05 0.13
H 4.3408 5.8144 -0.4981 0.03 -0.12 -0.08
H 4.2946 1.4265 -0.7874 -0.28 -0.12 0.12
H 2.0696 0.3353 -0.3863 -0.21 0.35 -0.02
H -0.4151 0.5582 -0.1714 0.03 -0.48 -0.27
H -2.9932 0.8036 -1.1303 0.20 0.29 0.18
H -6.7027 3.9616 -0.5631 0.39 0.10 -0.21
H -6.4807 4.2391 -2.3078 0.36 0.01 0.35
H -5.4265 2.1555 -2.5543 0.05 -0.03 0.45
H -5.8172 1.8074 -0.8369 0.11 0.07 -0.32
H -2.3933 5.7350 -0.3882 -0.04 -0.25 0.38
H -0.5870 4.1501 0.2322 -0.37 -0.14 -0.19
H 0.2081 3.9555 -1.8615 0.21 -0.08 0.14
H 2.3859 5.0985 -1.9023 -0.10 -0.66 0.10
C -2.0651 -1.2775 2.4886 1.76 -0.93 -1.18
O -1.0775 -2.2804 2.0500 -2.45 -0.68 2.83
C -0.3822 -2.3532 0.9218 1.69 0.73 -2.17
S 1.1779 -3.2665 1.3539 -1.88 -0.36 -0.06
C 2.3199 -2.0469 2.0222 0.65 -0.02 -0.27
C 3.1269 -1.3495 1.1148 -0.21 0.11 0.38
C 3.7606 -0.1842 1.5375 0.06 -0.36 0.26
C 3.6702 0.2057 2.8748 0.01 -0.02 0.18
C 3.1136 -0.6597 3.8276 0.19 -0.05 -0.51
C 2.4721 -1.8266 3.3955 -0.18 0.22 -0.18
O 0.8998 -4.1663 2.4560 0.30 0.22 0.03
O 1.7505 -3.8215 0.1496 0.37 0.45 -0.08
S -1.1846 -3.0383 -0.6084 1.83 -0.76 1.50
C -0.9495 -4.8425 -0.7086 0.15 -0.53 0.13
C -0.0713 -5.4493 -1.6177 -0.12 0.00 -0.05
C 0.0505 -6.8462 -1.6670 -0.13 -0.03 0.19
C -0.6633 -7.6557 -0.7716 -0.02 0.45 0.06
C -1.4517 -7.0368 0.2108 0.15 -0.15 -0.22
C -1.5849 -5.6459 0.2436 0.00 -0.08 -0.02
O -2.6136 -2.8267 -0.4979 -0.05 0.37 0.14
O -0.4407 -2.4914 -1.7202 -0.29 0.12 -0.27
H -2.2239 -1.5016 3.5467 -0.04 0.05 -0.28
H -1.6045 -0.2931 2.3711 -0.17 0.22 -0.03
H -2.9796 -1.3789 1.9025 0.06 0.06 0.06
H 3.2820 -1.7668 0.1218 -0.43 0.28 -0.03
H 4.3316 0.4091 0.8273 -0.04 -0.24 0.41
H 4.0862 1.1677 3.1758 0.03 -0.30 0.04
H 3.2130 -0.4349 4.8906 -0.12 -0.08 -0.31
H 2.1376 -2.5918 4.0936 -0.40 0.36 -0.15
H 0.5446 -4.8274 -2.2655 -0.30 -0.08 0.09
H 0.7232 -7.3229 -2.3933 -0.31 0.36 0.31
H -0.5807 -8.7519 -0.8219 -0.02 0.62 0.07
H -1.9567 -7.6515 0.9624 0.15 0.28 -0.26
H -2.1522 -5.1828 1.0483 -0.05 -0.04 -0.24
```
Forces are in eV/Å.

Summary:
ΔE to the lowest compared entry with this formula, charge and spin (kJ/mol): 0.0
Max |F| (eV/A): 3.81
E_HOMO (Eh): -0.2131
Lowest unoccupied orbital energy (eV): -2.829

Mulliken population analysis, charges in e, atoms 1 to 2: atom 1 (C): -0.83, atom 2 (O): -0.42